1.
DFT (wB97M-V/def2-TZVPD) results for a structure of composition C43H32GaO3P2S2.

Summary:
total charge	+1
HOMO	-10.77	eV
LUMO energy	-3.06	eV
orbital gap	0.28352	Eh
total energy	-5287.26117	Ha

Element x y z (Å)
Ga1 -0.36 -0.60 -1.03
O1 2.12 0.81 2.86
S1 1.51 0.18 1.66
C1 1.96 -1.56 1.66
C2 3.21 -1.96 2.09
C3 3.51 -3.32 2.12
C4 2.55 -4.25 1.77
C5 1.26 -3.85 1.42
C6 0.95 -2.49 1.37
P1 -0.73 -1.93 0.91
C7 -1.70 -3.37 0.47
C8 -1.46 -3.97 -0.76
C9 -2.22 -5.06 -1.15
C10 -3.22 -5.55 -0.31
C11 -3.45 -4.95 0.91
C12 -2.70 -3.85 1.31
C13 -1.45 -1.12 2.34
C14 -1.06 -1.43 3.63
C15 -1.67 -0.79 4.70
C16 -2.66 0.15 4.48
C17 -3.05 0.47 3.18
C18 -2.44 -0.16 2.11
C19 2.36 0.87 0.23
C20 3.72 0.73 0.05
C21 4.37 1.53 -0.87
C22 3.67 2.51 -1.56
C23 2.30 2.64 -1.39
C24 1.62 1.80 -0.53
P2 -0.23 1.80 -0.40
C25 -0.49 3.10 0.85
C26 -0.49 4.43 0.45
C27 -0.55 5.43 1.40
C28 -0.61 5.11 2.75
C29 -0.60 3.78 3.15
C30 -0.55 2.77 2.21
C31 -0.91 2.40 -1.97
C32 -2.23 2.86 -1.93
C33 -2.90 3.14 -3.11
C34 -2.27 2.95 -4.33
C35 -0.97 2.47 -4.38
C36 -0.29 2.19 -3.20
H1 3.93 -1.22 2.42
H2 4.50 -3.64 2.42
H3 2.79 -5.31 1.79
H4 0.50 -4.58 1.19
H5 -0.68 -3.59 -1.42
H6 -2.05 -5.52 -2.12
H7 -3.81 -6.40 -0.62
H8 -4.23 -5.33 1.56
H9 -2.90 -3.37 2.26
H10 -0.28 -2.17 3.81
H11 -1.37 -1.03 5.72
H12 -3.14 0.64 5.32
H13 -3.82 1.21 3.01
H14 -2.74 0.08 1.09
H15 4.28 0.00 0.63
H16 5.44 1.41 -1.02
H17 4.20 3.17 -2.25
H18 1.76 3.40 -1.95
H19 -0.45 4.69 -0.60
H20 -0.56 6.47 1.09
H21 -0.65 5.89 3.50
H22 -0.63 3.52 4.21
H23 -0.53 1.73 2.53
H24 -2.73 3.01 -0.98
H25 -3.92 3.49 -3.08
H26 -2.79 3.17 -5.26
H27 -0.48 2.31 -5.33
H28 0.72 1.80 -3.25
O2 -2.71 -1.76 -3.91
C37 -1.73 -1.25 -3.44
O3 -1.72 -0.76 -2.21
C38 -0.48 -1.07 -4.27
C39 -0.70 -0.85 -5.63
C40 0.34 -0.62 -6.50
C41 1.64 -0.62 -6.03
C42 1.89 -0.85 -4.69
C43 0.84 -1.07 -3.79
S2 1.38 -1.45 -2.13
H29 -1.73 -0.87 -5.97
H30 0.14 -0.44 -7.55
H31 2.48 -0.44 -6.70
H32 2.91 -0.87 -4.31



2.
DFT (wB97M-V/def2-TZVPD) results for an isolated molecule of C2H3FOS.

Summary:
total charge	0
HOMO	-9.85	eV
energy relative to the best compared isomer or geometry (same formula, charge and spin)	2.691	eV
LUMO energy	0.48	eV
SMILES string	O=C(S)CF
orbital gap	0.37997	Eh
total energy	-651.20384	Ha

Element x y z (Å)
O1 -0.44 1.88 -0.07
C1 -0.09 0.66 -0.07
S1 -1.30 -0.67 0.05
C2 1.58 0.32 0.17
F1 1.29 -1.11 -0.11
H1 -0.10 -1.45 -0.11
H2 1.86 0.66 1.20
H3 2.08 0.64 -0.86



3.
DFT (wB97M-V/def2-TZVPD) results for a cluster of 2 separate species, C10H16O in total.

Summary:
<S²>	0.763
total charge	-1
HOMO (alpha / beta)	0.63 / -3.34	eV
energy relative to the best compared isomer or geometry (same formula, charge and spin)	0.509	eV
LUMO energy (alpha / beta)	3.75 / 3.69	eV
multiplicity	2
orbital gap (alpha / beta)	0.11463 / 0.25860	Eh
total energy	-465.80585	Ha

Element x y z (Å)
C1 -1.08 -1.70 -1.96
C2 -0.61 -0.94 -3.20
C3 -1.50 -0.81 -0.79
H1 -1.91 -2.38 -2.21
H2 -0.34 -2.42 -1.60
H3 -0.18 0.03 -2.97
H4 -0.60 -0.54 -0.23
H5 -1.40 -0.89 -3.95
H6 0.25 -1.44 -3.64
H7 -1.99 0.14 -1.04
H8 -2.04 -1.37 -0.03
C4 0.42 -1.30 2.68
C5 1.96 1.55 0.56
C6 1.88 0.37 1.42
C7 0.82 2.31 0.34
C8 0.64 -0.01 1.95
C9 -0.36 2.02 1.00
C10 -0.48 0.80 1.74
O1 0.77 3.29 -0.62
H9 2.93 1.78 0.14
H10 2.78 0.09 1.98
H11 1.57 3.38 -1.15
H12 -1.23 2.66 0.90
H13 1.34 -1.90 2.64
H14 -0.37 -1.87 2.18
H15 -1.42 0.44 2.17
H16 0.12 -1.29 3.73



4.
DFT (wB97M-V/def2-TZVPD) results for a cluster of 2 separate species, H5NO3Si in total.

Summary:
total charge	0
HOMO	-10.47	eV
energy relative to the best compared isomer or geometry (same formula, charge and spin)	2.939	eV
LUMO energy	-0.34	eV
SMILES string	N[Si](=O)O.O
orbital gap	0.37218	Eh
total energy	-573.04779	Ha

Element x y z (Å)
N1 -2.10 -0.17 1.27
Si1 -0.66 -0.11 0.25
O1 0.81 0.12 0.55
O2 -1.32 -0.35 -1.25
H1 -1.82 -0.60 2.11
H2 -2.84 -0.58 0.69
H3 -0.92 -0.24 -2.07
O3 3.40 0.76 -0.47
H4 2.67 0.71 -1.23
H5 2.77 0.47 0.16



5.
DFT (wB97M-V/def2-TZVPD) results for a structure of composition C42H120BeF3O40.

Summary:
total charge	-1
HOMO	-4.93	eV
LUMO energy	1.10	eV
orbital gap	0.22163	Eh
total energy	-4995.51090	Ha

Element x y z (Å)
Be1 -2.82 1.59 -3.30
C1 -0.18 1.13 -1.01
O1 0.05 -0.30 -0.89
O2 -1.59 1.22 -1.08
C2 0.80 2.04 0.01
F1 0.18 2.40 1.11
F2 1.95 1.50 0.48
F3 1.21 3.19 -0.57
C3 -0.13 -1.07 0.33
C4 0.44 -2.43 0.13
H1 0.38 -3.07 1.01
H2 -0.09 -2.98 -0.65
H3 1.49 -2.40 -0.16
H4 -1.19 -1.14 0.59
H5 0.27 -0.69 1.27
H6 0.19 1.39 -2.01
C5 0.29 1.25 -5.46
O3 -1.12 1.35 -5.29
H7 0.45 0.66 -6.37
H8 0.86 2.16 -5.64
H9 0.83 0.68 -4.70
C6 -2.56 5.27 -3.27
O4 -2.13 4.06 -3.89
H10 -2.16 5.46 -2.27
H11 -2.28 6.17 -3.83
H12 -3.64 5.28 -3.23
C7 -1.93 2.20 5.69
C8 -3.03 1.37 4.94
O5 -2.41 0.57 3.92
O6 -1.41 1.41 6.76
H13 -2.27 3.10 6.22
H14 -1.18 2.60 5.01
H15 -3.72 2.03 4.41
H16 -3.76 0.83 5.54
H17 -2.16 1.09 3.16
H18 -0.57 0.98 6.58
C9 1.38 4.40 4.89
C10 0.12 5.09 4.36
O7 -0.76 5.41 5.38
O8 2.13 5.36 5.61
H19 2.00 4.25 4.00
H20 1.14 3.40 5.25
H21 -0.29 4.43 3.60
H22 0.31 6.00 3.79
H23 -0.88 6.36 5.45
H24 1.71 6.21 5.44
C11 -1.37 -6.27 -5.34
C12 -0.88 -7.71 -4.78
O9 -0.81 -7.78 -3.41
O10 -2.44 -5.76 -4.65
H25 -1.53 -6.37 -6.41
H26 -0.63 -5.47 -5.30
H27 0.15 -7.77 -5.13
H28 -1.43 -8.53 -5.23
H29 -1.27 -8.57 -3.12
H30 -2.43 -6.12 -3.76
C13 3.40 -4.47 -0.48
C14 2.72 -5.34 -1.51
O11 2.39 -6.61 -1.01
O12 4.55 -4.99 0.14
H31 2.71 -4.36 0.36
H32 3.67 -3.53 -0.95
H33 3.42 -5.38 -2.35
H34 1.82 -4.85 -1.89
H35 3.13 -7.23 -1.03
H36 4.37 -5.20 1.06
C15 3.59 -0.65 5.76
C16 2.05 -0.57 5.24
O13 1.87 -1.21 4.04
O14 4.41 0.01 4.81
H37 3.77 -1.72 5.78
H38 3.93 -0.36 6.76
H39 1.65 0.42 5.03
H40 1.34 -1.10 5.88
H41 1.65 -2.11 4.31
H42 3.89 0.00 4.01
C17 2.04 -5.33 3.84
C18 3.28 -6.35 3.99
O15 4.29 -5.85 3.11
O16 2.39 -3.93 4.32
H43 1.18 -5.82 4.29
H44 1.81 -5.20 2.78
H45 3.04 -7.32 3.55
H46 3.67 -6.42 5.01
H47 5.08 -6.35 3.31
H48 3.31 -3.84 4.05
C19 -3.51 -3.14 -7.31
C20 -2.75 -2.36 -6.21
O17 -2.02 -1.19 -6.84
O18 -4.78 -2.47 -7.38
H49 -3.76 -4.15 -6.99
H50 -2.95 -3.18 -8.24
H51 -1.93 -3.00 -5.86
H52 -3.27 -2.00 -5.32
H53 -1.57 -0.62 -6.21
H54 -4.72 -1.51 -7.43
C21 2.24 4.91 -3.29
C22 3.42 5.95 -3.42
O19 3.27 6.68 -4.63
O20 0.91 5.45 -3.16
H55 2.30 4.34 -2.37
H56 2.14 4.19 -4.11
H57 4.32 5.33 -3.47
H58 3.51 6.69 -2.62
H59 2.62 7.38 -4.65
H60 0.38 4.71 -3.46
C23 5.13 4.43 2.59
C24 4.03 4.13 1.54
O21 4.46 4.15 0.16
O22 5.19 5.84 2.89
H61 6.10 4.12 2.22
H62 4.87 3.88 3.49
H63 3.16 4.77 1.68
H64 3.72 3.10 1.72
H65 3.74 3.99 -0.46
H66 5.80 5.84 3.63
C25 -2.53 -3.00 3.82
C26 -1.29 -2.61 4.69
O23 -1.70 -1.50 5.50
O24 -2.53 -2.01 2.88
H67 -3.49 -2.89 4.34
H68 -2.60 -3.96 3.32
H69 -0.44 -2.32 4.07
H70 -1.13 -3.54 5.24
H71 -1.68 -0.70 4.97
H72 -2.48 -1.17 3.35
C27 6.18 -1.02 1.12
C28 4.66 -0.74 1.04
O25 4.20 -0.31 -0.37
O26 6.76 -1.46 2.36
H73 6.64 -0.05 0.96
H74 6.38 -1.70 0.29
H75 4.31 0.01 1.74
H76 4.10 -1.65 1.28
H77 4.09 0.63 -0.22
H78 6.29 -2.16 2.81
C29 -4.60 -1.19 -2.59
C30 -3.18 -1.69 -2.36
O27 -2.16 -1.02 -3.03
O28 -4.79 0.19 -2.34
H79 -5.13 -1.95 -2.01
H80 -4.81 -1.41 -3.64
H81 -3.05 -2.76 -2.49
H82 -3.07 -1.59 -1.28
H83 -1.38 -0.89 -2.47
H84 -5.41 0.17 -1.61
C31 1.21 6.90 0.83
C32 2.03 7.60 -0.13
O29 1.31 7.85 -1.33
O30 0.89 5.60 0.42
H85 0.30 7.46 1.05
H86 1.72 6.76 1.79
H87 2.91 6.96 -0.25
H88 2.29 8.50 0.41
H89 1.13 7.00 -1.73
H90 0.01 5.58 0.05
C33 -6.71 4.25 -2.45
C34 -5.58 3.25 -2.81
O31 -4.57 3.00 -1.85
O32 -6.17 5.53 -2.23
H91 -7.06 3.79 -1.52
H92 -7.50 4.40 -3.18
H93 -4.91 3.49 -3.64
H94 -6.08 2.33 -3.09
H95 -4.75 3.59 -1.11
H96 -5.31 5.61 -2.66
C35 -3.47 3.26 1.41
C36 -2.87 4.21 0.33
O33 -1.78 4.85 0.98
O34 -2.75 2.04 1.52
H97 -4.47 3.07 1.02
H98 -3.55 3.82 2.34
H99 -3.50 5.01 -0.07
H100 -2.32 3.73 -0.48
H101 -1.17 4.11 0.94
H102 -2.39 1.66 0.72
C37 -2.12 -6.33 0.19
C38 -0.70 -6.68 -0.17
O35 0.31 -6.46 0.80
O36 -3.04 -5.84 -0.77
H103 -1.94 -5.54 0.92
H104 -2.54 -7.25 0.61
H105 -0.50 -6.20 -1.13
H106 -0.54 -7.75 -0.31
H107 1.17 -6.69 0.43
H108 -3.23 -4.90 -0.62
C39 5.93 -2.24 -2.70
C40 5.74 -2.37 -4.28
O37 5.32 -3.69 -4.69
O38 7.23 -2.75 -2.36
H109 5.13 -2.80 -2.21
H110 5.99 -1.16 -2.55
H111 6.59 -1.93 -4.79
H112 4.90 -1.71 -4.49
H113 6.11 -4.23 -4.77
H114 7.14 -3.71 -2.33
C41 -6.17 0.33 2.41
C42 -5.45 -0.36 1.23
O39 -6.27 -0.41 0.03
O40 -7.52 0.35 2.29
H115 -5.87 1.37 2.50
H116 -5.71 -0.05 3.32
H117 -5.12 -1.34 1.57
H118 -4.66 0.36 1.04
H119 -7.12 -0.77 0.27
H120 -7.82 -0.24 2.98



6.
DFT (wB97M-V/def2-TZVPD) results for a structure of composition C5H6N2.

Summary:
total charge	0
HOMO (alpha / beta)	-7.95 / -7.42	eV
energy relative to the best compared isomer or geometry (same formula, charge and spin)	5.923	eV
LUMO energy (alpha / beta)	0.79 / -0.16	eV
orbital gap (alpha / beta)	0.32130 / 0.26672	Eh
total energy	-303.41840	Ha

Element x y z (Å)
C1 1.38 -0.67 -0.36
C2 0.05 -0.35 0.09
C3 1.62 0.81 -0.15
C4 -1.32 -1.09 0.13
C5 0.33 0.93 0.53
N1 -2.42 -0.16 0.01
N2 -2.45 0.98 -0.08
H1 1.94 -1.46 -0.78
H2 2.39 1.23 0.35
H3 1.67 1.35 -1.12
H4 -1.46 -2.01 -0.60
H5 -1.49 -1.34 1.27
H6 -0.24 1.80 0.70



Q: What is the formula in the first record?
A: C43H32GaO3P2S2